Record 1
75
Properties=species:S:1:pos:R:3:mulliken_charge:R:1 method="wB97M-V/def2-TZVPD" energy_ev=-96821.90711 lumo_ev=2.30 homo_energy_ev=-3.790 homo_lumo_gap_ev=6.095 total_charge=-1
C -1.842 -5.623 -2.100 -0.820
O -1.375 -4.813 -1.038 -0.285
C -2.392 -4.414 -0.150 -0.644
C -1.807 -3.552 0.947 -0.918
C -0.789 -2.573 0.373 -0.589
C -0.261 -1.572 1.409 -0.308
C 1.260 -1.375 1.370 -1.120
C 1.722 -0.003 0.852 -0.916
C 1.019 0.516 -0.416 -0.609
C 1.799 0.261 -1.711 -0.375
C 1.548 -1.142 -2.254 0.363
C 2.724 -1.723 -3.038 -1.166
Ga 3.492 -0.528 -4.504 0.073
O 3.976 -1.695 -5.923 -0.712
C 5.207 0.394 -3.833 -0.853
C 5.439 0.248 -2.394 -0.072
N 5.497 1.202 -1.558 -0.799
P 1.968 1.045 -5.440 0.094
N 0.361 0.646 -4.865 -0.564
O 1.904 0.611 -7.100 -0.519
H -2.816 -6.051 -1.883 0.348
H -1.841 -5.052 -3.025 0.269
H -1.143 -6.442 -2.225 0.248
H -3.139 -3.813 -0.682 0.357
H -2.863 -5.299 0.281 0.485
H -1.264 -4.203 1.622 0.379
H -2.594 -3.018 1.464 0.303
H 0.045 -3.171 0.041 0.252
H -1.165 -2.097 -0.524 0.375
H -0.592 -1.897 2.390 0.542
H -0.720 -0.603 1.257 0.168
H 1.781 -2.146 0.817 0.610
H 1.617 -1.456 2.394 0.397
H 2.768 -0.104 0.584 0.409
H 1.704 0.733 1.646 0.487
H 0.003 0.158 -0.548 0.419
H 0.940 1.595 -0.311 0.122
H 2.857 0.447 -1.573 0.013
H 1.452 1.003 -2.421 0.240
H 1.375 -1.776 -1.389 -0.155
H 0.628 -1.140 -2.831 0.127
H 2.407 -2.654 -3.502 0.542
H 3.518 -1.967 -2.335 0.368
H 4.158 -1.126 -6.687 0.255
H 6.031 -0.109 -4.339 0.288
H 5.280 1.440 -4.109 0.459
H 5.544 -0.744 -1.967 0.447
H 5.364 2.084 -2.052 0.220
H -0.261 1.311 -5.314 0.258
H 0.071 -0.285 -5.157 0.217
H 1.333 -0.172 -7.152 0.284
C -0.386 3.529 1.874 -0.937
O -0.959 2.297 2.272 -0.245
C -0.575 1.883 3.574 -0.662
C -1.744 1.950 4.534 -0.306
N -2.117 3.331 4.823 -0.308
C -3.378 3.478 5.544 -0.697
C -4.659 3.004 4.863 -0.470
O -5.037 3.765 3.732 -0.440
C -4.424 3.389 2.510 -0.503
H -0.595 3.666 0.815 0.260
H -0.821 4.374 2.421 0.375
H 0.698 3.525 2.018 0.378
H 0.276 2.459 3.947 0.426
H -0.260 0.838 3.491 0.276
H -1.470 1.454 5.470 0.385
H -2.571 1.388 4.080 0.176
H -2.186 3.841 3.952 0.084
H -3.497 4.542 5.766 0.366
H -3.287 2.966 6.508 0.400
H -5.472 3.129 5.585 0.349
H -4.631 1.937 4.614 0.345
H -4.222 2.316 2.468 0.281
H -3.498 3.942 2.337 0.140
H -5.112 3.644 1.704 0.333

Record 2
88
Properties=species:S:1:pos:R:3:mulliken_charge:R:1 method="wB97M-V/def2-TZVPD" e_above_lowest_kcal_mol=29.92 energy_ev=-82870.02422 lumo_ev="0.25 / -0.16" homo_energy_ev="-5.320 / -5.483" s_squared=2.08 homo_lumo_gap_ev="5.572 / 5.320" multiplicity=3
Ti -1.020 0.521 -1.383 -0.106
C -2.495 0.994 -3.105 1.447
C -1.979 -0.399 -2.764 -0.964
C -0.979 -1.234 -3.492 -0.639
C 0.339 -0.506 -3.632 -1.988
C 0.598 0.490 -2.540 2.065
C 0.250 1.858 -2.547 0.151
C -0.448 2.524 -3.686 -1.163
C -1.720 1.787 -4.189 -1.453
C 1.642 -0.603 2.282 -1.167
H -3.538 0.898 -3.547 0.529
H -2.768 -1.066 -2.403 0.861
H -1.290 -1.609 -4.484 0.411
H -0.817 -2.133 -2.883 0.035
H 1.173 -1.209 -3.559 0.502
H 0.454 0.045 -4.572 0.306
H 1.436 0.237 -1.891 -0.831
H 0.878 2.525 -1.987 0.063
H 0.318 2.610 -4.468 0.486
H -0.705 3.564 -3.449 0.444
H -2.390 2.570 -4.563 0.509
H -1.454 1.171 -5.063 0.305
H 0.813 0.090 2.078 -0.029
H 2.255 -0.250 3.131 0.705
H 1.237 -1.610 2.479 0.456
P -0.793 -1.479 0.245 0.666
P 2.679 -0.654 0.819 1.362
C 0.654 -2.236 -0.427 -0.456
C 1.915 -1.673 -0.421 -1.013
C -2.038 -2.752 0.384 0.390
C -2.521 -3.520 -0.685 -0.071
C -3.427 -4.535 -0.412 -0.914
C -3.840 -4.768 0.910 -0.537
C -3.373 -3.974 1.967 -0.638
C -2.483 -2.950 1.710 -0.460
C -2.879 0.445 -0.811 -0.451
C -2.629 1.687 -1.706 0.937
C -3.285 2.875 -1.043 -0.957
C -4.278 2.677 -0.120 -0.641
C -4.727 1.390 0.263 -0.898
C -3.939 0.263 0.008 -0.174
C 4.248 -1.450 1.205 0.105
C 4.168 -2.783 1.634 -0.363
C 5.327 -3.524 1.841 -0.756
C 6.568 -2.909 1.593 -0.379
C 6.649 -1.595 1.117 -0.734
C 5.485 -0.855 0.928 -0.239
C 2.962 1.109 0.377 0.929
C 2.884 2.160 1.310 -0.447
C 3.117 3.487 0.909 -0.708
C 3.386 3.779 -0.436 -0.475
C 3.404 2.748 -1.385 -0.714
C 3.220 1.419 -0.971 -0.527
H 0.462 -3.132 -1.022 0.639
H 2.620 -1.994 -1.198 0.408
H -2.179 -3.351 -1.706 0.354
H -3.811 -5.168 -1.215 0.416
H -4.549 -5.565 1.125 0.357
H -3.689 -4.162 2.988 0.405
H -2.093 -2.314 2.493 0.350
H -1.596 2.319 -1.663 -0.645
H -2.742 3.814 -1.160 0.393
H -4.736 3.539 0.356 0.441
H -5.662 1.276 0.815 0.362
H -4.176 -0.722 0.410 0.369
H 3.191 -3.233 1.829 0.320
H 5.267 -4.559 2.188 0.397
H 7.481 -3.484 1.748 0.364
H 7.619 -1.142 0.902 0.380
H 5.520 0.175 0.596 0.405
H 2.683 1.954 2.364 0.320
H 3.100 4.291 1.643 0.425
H 3.556 4.811 -0.758 0.384
H 3.568 2.966 -2.440 0.346
H 3.276 0.626 -1.710 0.603
C -2.561 2.178 3.802 -1.508
C -1.193 1.812 3.213 0.550
C -0.536 0.900 4.257 -1.257
C -1.276 1.202 1.856 -0.554
H -3.142 1.274 4.042 0.335
H -3.167 2.820 3.150 0.339
H -2.403 2.721 4.743 0.451
H -0.612 2.746 3.102 0.213
H -1.141 -0.007 4.408 0.261
H 0.478 0.615 3.990 0.089
H -0.479 1.451 5.200 0.536
H -1.250 0.110 1.867 0.033
H -2.067 1.588 1.217 -0.049